Below is a structure of composition C45H52N9O3PRbS4, with properties calculated with ωB97M-V with the def2-TZVPD basis set.

Geometry as XYZ:
```
115
Properties=species:S:1:pos:R:3:lowdin_charge:R:1
Rb 16.846 14.561 11.271 0.485
S 14.758 24.490 12.559 0.393
S 13.532 13.618 9.643 0.162
S 18.132 14.593 8.039 0.507
S 13.871 14.588 12.909 0.167
P 12.675 14.196 11.371 0.043
O 14.633 25.698 11.743 -0.381
O 13.748 23.493 12.297 -0.368
O 15.097 24.710 13.957 -0.370
N 16.962 11.599 11.721 0.051
N 16.338 22.385 11.940 0.164
N 19.960 14.769 12.236 0.101
N 17.267 24.514 11.482 0.116
N 17.338 17.528 11.524 -0.011
N 18.245 11.913 7.956 -0.061
N 16.132 12.805 7.859 0.097
N 18.045 14.567 14.105 0.076
N 17.322 9.475 12.214 0.093
C 9.367 11.240 12.617 -0.104
C 17.081 14.467 15.007 -0.106
C 10.075 16.925 9.683 -0.095
C 11.655 15.677 11.029 -0.372
C 17.469 13.023 7.960 -0.929
C 18.537 19.567 11.259 -0.022
C 16.208 18.230 11.692 -0.122
C 11.643 16.707 11.971 -0.120
C 18.966 14.642 18.335 -0.568
C 11.391 12.953 11.855 -0.358
C 16.179 19.612 11.667 0.023
C 9.470 11.627 11.294 -0.096
C 10.485 12.484 10.903 -0.104
C 24.542 15.837 13.999 -0.034
C 19.311 14.667 14.542 -0.202
C 17.371 20.316 11.414 -0.131
C 24.397 13.320 14.098 -0.047
C 19.767 15.906 18.657 -0.039
C 18.476 18.198 11.335 -0.154
C 18.334 23.906 10.975 -0.133
C 10.827 17.819 11.809 -0.071
C 19.591 14.704 15.905 0.034
C 17.378 21.788 11.426 -0.244
C 16.293 23.723 11.929 -0.329
C 10.281 11.696 13.561 -0.092
C 25.078 14.443 11.966 -0.062
C 18.579 14.635 16.866 -0.164
C 15.891 10.834 11.254 -0.147
C 11.310 12.528 13.170 -0.118
C 17.725 14.632 19.225 -0.070
C 17.780 10.750 12.281 -0.420
C 20.881 14.833 11.292 -0.119
C 19.104 11.108 12.855 0.003
C 22.251 14.803 11.534 0.004
C 24.166 14.559 13.215 -0.546
C 22.696 14.654 12.832 -0.176
C 17.278 14.559 16.389 0.019
C 19.763 13.368 18.618 -0.044
C 20.388 14.711 13.512 -0.202
C 17.799 10.529 8.056 -0.069
C 18.419 22.533 10.847 -0.008
C 10.856 15.785 9.877 -0.101
C 10.052 17.904 10.657 -0.099
C 21.731 14.630 13.820 0.027
C 16.104 9.523 11.547 -0.100
H 15.761 11.876 7.971 0.080
H 19.238 22.040 10.360 0.088
H 9.416 18.752 10.457 0.098
H 20.690 15.937 18.079 0.073
H 20.001 13.309 19.688 0.087
H 20.733 13.350 18.097 0.082
H 12.288 16.652 12.845 0.048
H 22.046 14.497 14.851 0.104
H 20.063 15.919 19.699 0.082
H 19.522 20.030 11.125 0.109
H 15.507 13.576 8.041 -0.001
H 20.611 14.810 16.274 0.102
H 23.806 13.404 15.017 0.073
H 10.878 14.981 9.122 0.084
H 17.134 10.299 7.215 0.087
H 19.372 17.576 11.253 0.098
H 16.075 14.343 14.587 0.054
H 19.187 16.808 18.422 0.103
H 17.791 8.694 12.629 0.147
H 24.330 16.686 13.363 0.089
H 12.081 12.893 13.862 0.055
H 23.954 15.956 14.901 0.078
H 17.260 10.347 8.997 0.064
H 15.270 20.166 11.806 0.116
H 10.844 18.616 12.528 0.101
H 17.114 13.745 19.115 0.081
H 22.949 14.823 10.688 0.111
H 9.467 17.023 8.784 0.101
H 10.200 11.360 14.592 0.100
H 19.145 24.555 10.617 0.107
H 16.418 14.524 17.034 0.105
H 24.846 13.543 11.395 0.086
H 17.056 15.488 19.040 0.096
H 19.919 10.694 12.265 0.080
H 18.041 14.680 20.271 0.086
H 8.554 10.629 12.944 0.088
H 24.089 12.413 13.546 0.097
H 15.287 17.666 11.828 0.102
H 19.206 10.688 13.851 0.080
H 8.768 11.272 10.542 0.101
H 19.221 12.181 12.912 0.053
H 15.476 8.666 11.420 0.101
H 18.668 9.872 7.992 0.087
H 25.456 13.273 14.392 0.088
H 25.601 15.811 14.256 0.085
H 20.516 14.927 10.280 0.090
H 24.976 15.309 11.298 0.085
H 19.226 12.120 8.036 0.106
H 26.115 14.379 12.283 0.079
H 15.060 11.293 10.737 0.063
H 10.558 12.794 9.858 0.086
H 19.168 12.491 18.316 0.097
```

Properties
HOMO: -5.17 eV
E: -4422.9586 Ha
charge: -1
gap between HOMO and LUMO: 6.149 eV